{
  "formula": "C28H37ClFN5O2Pd",
  "method": "ωB97M-V with the def2-TZVPD basis set",
  "symbols": ["Pd", "N", "C", "O", "C", "C", "H", "H", "H", "H", "H", "H", "F", "C", "C", "C", "C", "C", "C", "H", "H", "H", "H", "C", "C", "C", "C", "C", "O", "C", "C", "C", "C", "C", "C", "Cl", "C", "C", "C", "N", "C", "N", "C", "N", "H", "H", "H", "H", "H", "H", "H", "H", "H", "H", "H", "H", "H", "H", "H", "H", "H", "H", "H", "H", "H", "H", "C", "C", "C", "N", "H", "H", "H", "H", "H"],
  "positions_angstrom": [[-1.74958, -0.05200, 2.45543], [0.41880, 1.49502, 6.41557], [-0.38178, 1.14216, 5.36183], [-0.84187, 1.98878, 4.62133], [-0.62011, -0.35317, 5.23785], [-1.78911, -0.75125, 4.34939], [0.74332, 2.44583, 6.45529], [0.91571, 0.79582, 6.93681], [-0.73742, -0.75242, 6.25329], [0.30776, -0.78409, 4.84919], [-2.72392, -0.36280, 4.76467], [-1.85828, -1.83914, 4.32114], [2.90552, -3.95287, 1.55156], [1.86304, -3.11683, 1.79879], [2.11832, -1.80008, 2.11527], [1.03788, -0.95121, 2.34022], [-0.29260, -1.38143, 2.25116], [-0.48291, -2.73494, 1.94882], [0.57670, -3.60780, 1.71713], [3.14170, -1.44958, 2.17074], [1.24675, 0.08387, 2.59191], [-1.49080, -3.13727, 1.90758], [0.41522, -4.65271, 1.48343], [-0.36120, 0.27636, -5.72686], [0.53461, -0.77349, -5.05048], [0.03218, -2.17221, -5.42482], [1.94906, -0.59149, -5.61367], [0.53990, -0.54894, -3.49376], [0.91064, 0.79773, -3.24913], [1.50468, -1.52375, -2.79598], [1.76774, -1.32577, -1.29429], [2.54941, -0.07741, -0.95867], [1.97782, 0.96092, -0.22837], [2.69486, 2.10846, 0.06990], [4.00351, 2.22179, -0.37076], [4.91096, 3.65916, -0.00239], [4.60081, 1.20703, -1.09815], [3.86703, 0.06442, -1.38625], [-0.91337, -0.73967, -2.96755], [-1.26527, 0.02629, -1.78512], [-1.48174, -0.42402, -0.54655], [-1.83763, 0.57143, 0.24183], [-1.82928, 1.64223, -0.59702], [-1.50854, 1.35342, -1.83555], [-0.15847, 0.28653, -6.79893], [-0.16460, 1.27108, -5.32943], [-1.42464, 0.06197, -5.61291], [-0.02090, -2.25808, -6.51195], [-0.97027, -2.36934, -5.03885], [0.69903, -2.95883, -5.06864], [1.90953, -0.62630, -6.70360], [2.63441, -1.37675, -5.29492], [2.36350, 0.37615, -5.32744], [1.80292, 0.82955, -2.88868], [2.46893, -1.47365, -3.30435], [1.13236, -2.53923, -2.94758], [2.33684, -2.19220, -0.94957], [0.84717, -1.33540, -0.71396], [0.95612, 0.86995, 0.12091], [2.24476, 2.90972, 0.63987], [5.62586, 1.30846, -1.42674], [4.33926, -0.73731, -1.94356], [-1.08101, -1.78714, -2.71745], [-1.63122, -0.46446, -3.73403], [-1.37025, -1.45404, -0.25094], [-2.08830, 2.64105, -0.28891], [-5.97637, 3.19223, 4.10112], [-4.72174, 3.52731, 3.29210], [-3.90745, 2.34394, 3.02789], [-3.27311, 1.41585, 2.82112], [-6.55158, 4.09869, 4.28095], [-5.70917, 2.75586, 5.06195], [-6.60607, 2.48399, 3.56516], [-4.09224, 4.24152, 3.82482], [-4.98180, 3.97455, 2.33183]],
  "atomic_forces_ev_per_a": [[-0.4, 0.2, -0.1], [0.0, 0.0, 0.0], [0.1, -0.1, 0.1], [-0.1, 0.1, -0.1], [-0.1, 0.1, -0.1], [0.0, 0.1, 0.0], [0.0, 0.0, 0.0], [0.0, 0.0, 0.0], [0.0, 0.0, 0.0], [0.0, 0.0, 0.0], [0.0, 0.0, 0.1], [0.0, 0.0, 0.1], [0.0, 0.0, 0.0], [-0.1, 0.0, 0.0], [0.0, 0.0, 0.0], [0.0, -0.1, 0.0], [0.2, 0.1, -0.2], [-0.1, 0.0, 0.0], [0.1, 0.0, 0.0], [0.0, 0.0, 0.0], [0.0, 0.0, 0.0], [0.0, 0.0, 0.0], [0.0, 0.0, 0.0], [0.0, 0.0, 0.0], [0.0, 0.0, 0.0], [0.0, 0.0, 0.0], [0.0, 0.0, 0.0], [0.0, 0.0, 0.0], [0.0, 0.0, -0.1], [0.0, 0.0, 0.0], [0.0, 0.0, 0.0], [0.0, 0.0, 0.0], [0.0, 0.0, 0.0], [0.0, 0.0, 0.0], [0.0, 0.0, 0.0], [0.0, 0.0, 0.0], [0.0, 0.0, 0.0], [0.0, 0.0, 0.0], [0.0, 0.0, 0.0], [0.0, 0.0, 0.0], [0.0, 0.0, -0.2], [0.4, -0.3, 0.2], [-0.1, 0.0, 0.1], [0.0, 0.0, 0.0], [0.0, 0.0, 0.0], [0.0, 0.0, 0.0], [0.0, 0.0, 0.0], [0.0, 0.0, 0.0], [0.0, 0.0, 0.0], [0.0, 0.0, 0.0], [0.0, 0.0, 0.0], [0.0, 0.0, 0.0], [0.0, 0.0, 0.0], [0.0, 0.0, 0.0], [0.0, 0.0, 0.0], [0.0, 0.0, 0.0], [0.0, 0.0, 0.0], [0.0, 0.0, 0.0], [0.0, 0.0, 0.0], [0.0, 0.0, 0.0], [0.0, 0.0, 0.0], [0.0, 0.0, 0.0], [0.0, 0.0, 0.0], [0.0, 0.0, 0.0], [0.0, 0.0, 0.0], [0.0, 0.0, 0.0], [0.0, 0.0, 0.0], [0.0, 0.0, 0.1], [0.0, 0.0, 0.0], [0.1, 0.0, -0.1], [0.0, 0.0, 0.0], [0.0, 0.0, 0.0], [0.0, 0.0, 0.0], [0.0, 0.0, 0.0], [0.0, 0.0, 0.0]],
  "spin_multiplicity": 1,
  "total_charge": 0
}

{
  "formula": "C28H37Cu2F6N7O2P",
  "method": "ωB97M-V with the def2-TZVPD basis set",
  "symbols": ["Cu", "Cu", "O", "H", "O", "H", "P", "F", "F", "F", "F", "F", "F", "N", "C", "C", "C", "C", "H", "H", "H", "H", "H", "N", "C", "C", "C", "C", "H", "H", "H", "H", "H", "N", "C", "C", "C", "C", "H", "H", "H", "H", "H", "N", "C", "C", "C", "C", "H", "H", "H", "H", "H", "N", "C", "C", "C", "C", "H", "H", "H", "H", "H", "N", "C", "C", "C", "C", "H", "H", "H", "H", "H", "N", "C", "C", "C", "C", "H", "H", "H", "H", "H"],
  "positions_angstrom": [[0.31919, 0.15916, 0.58907], [-1.18885, -1.99304, -0.51008], [1.00478, -1.69512, -0.49743], [1.22792, -2.59400, -0.80850], [-1.96848, 0.08801, -0.28687], [-2.72803, 0.61140, -0.60886], [-0.62996, 0.60397, 3.75790], [-0.01681, -0.51297, 2.70553], [0.09741, -0.24985, 4.95640], [0.74047, 1.50989, 3.76063], [-1.26584, 1.78313, 4.73363], [-1.21224, 1.41820, 2.46046], [-2.04486, -0.33532, 3.71432], [-3.32703, 2.53610, 0.87861], [-3.02934, 3.81969, 1.43377], [-3.85466, 4.74686, 0.91335], [-4.63689, 4.06574, 0.01255], [-4.31611, 2.75899, -0.06506], [-2.90240, 1.63082, 1.02103], [-2.22635, 3.83620, 2.15581], [-3.87473, 5.80191, 1.14324], [-5.31755, 4.65656, -0.58246], [-4.73433, 1.97871, -0.68365], [1.50790, -1.68316, -3.56906], [1.58026, -0.79229, -4.66255], [1.75878, -1.57799, -5.71763], [1.74932, -2.90286, -5.33086], [1.56109, -2.95080, -3.97265], [1.29139, -1.51073, -2.59772], [1.45266, 0.27231, -4.53318], [1.90839, -1.34130, -6.76070], [1.95212, -3.71952, -6.00786], [1.48555, -3.74592, -3.24569], [3.92008, -1.64326, -0.65872], [4.68563, -1.97979, -1.73613], [5.97090, -1.52357, -1.50516], [6.00840, -1.10427, -0.15626], [4.71923, -1.14886, 0.33946], [2.93187, -1.80803, -0.53075], [4.33646, -2.28358, -2.71194], [6.70643, -1.51317, -2.29591], [6.93866, -0.86386, 0.33689], [4.28884, -1.01608, 1.32106], [-1.56917, 2.36447, -2.11327], [-1.57931, 3.69445, -2.19858], [-0.77178, 3.97830, -3.29400], [-0.35657, 2.81988, -3.93129], [-0.84814, 1.78100, -3.09416], [-2.17369, 1.91863, -1.43808], [-2.14766, 4.32539, -1.53128], [-0.51227, 4.99941, -3.53143], [0.25263, 2.78379, -4.82234], [-0.72353, 0.70907, -3.13688], [1.80209, -2.41941, 3.86457], [1.73561, -3.33566, 2.90074], [2.88656, -4.15403, 3.08554], [3.52478, -3.75640, 4.26338], [2.86526, -2.58459, 4.68507], [1.14591, -1.66606, 4.01290], [1.00042, -3.21820, 2.11837], [3.08172, -5.02190, 2.47308], [4.35082, -4.29421, 4.70475], [3.09643, -1.82773, 5.42000], [-5.11080, -0.76628, 0.92214], [-6.45743, -0.91884, 0.76068], [-6.79615, -2.19066, 1.20331], [-5.68141, -2.66738, 1.90933], [-4.59889, -1.81840, 1.66977], [-4.59138, 0.07434, 0.71323], [-7.07212, -0.09993, 0.41725], [-7.79773, -2.59382, 1.23004], [-5.78720, -3.45897, 2.63637], [-3.62625, -1.80744, 2.13905], [3.05054, 1.15108, 0.14755], [2.20342, 1.46587, -0.92484], [1.31081, 2.51034, -0.46392], [1.63324, 2.75767, 0.82556], [2.53423, 1.83239, 1.26353], [3.74732, 0.42602, 0.05321], [2.34528, 0.89228, -1.82888], [0.57829, 3.08762, -1.00847], [1.18946, 3.50571, 1.46577], [2.99738, 1.73392, 2.23420]],
  "atomic_forces_ev_per_a": [[-0.4, 0.2, -0.6], [0.6, 2.0, 0.2], [-1.2, -0.8, -0.6], [-0.2, 0.4, 0.6], [0.1, -0.8, 0.1], [0.6, -1.2, 0.1], [-0.9, 1.2, 0.4], [0.5, 0.3, -0.2], [-1.5, 0.2, -0.2], [-0.5, -0.7, -0.9], [0.0, -2.1, -0.5], [0.5, -0.2, 0.3], [1.9, 1.3, 1.0], [-0.6, 2.5, -0.5], [1.4, -3.2, 0.9], [0.9, 0.4, 0.9], [-2.1, 1.5, -2.2], [0.4, -0.8, 0.7], [0.7, 0.2, 0.4], [-0.1, 0.2, 0.0], [0.0, -0.1, 0.0], [-0.4, -0.6, -0.3], [0.0, 0.0, 0.1], [-0.7, 1.9, 0.4], [-0.3, 0.2, 3.0], [0.4, -0.1, -2.8], [0.3, -2.2, 0.0], [0.4, -0.6, -0.7], [-0.1, 0.9, 0.3], [0.1, -0.1, 0.1], [-0.1, 0.6, 0.1], [-0.2, -0.1, 0.2], [0.1, -0.1, -0.2], [0.4, -0.8, 0.0], [0.5, 1.4, -0.7], [-0.9, -0.9, 0.0], [0.5, 0.4, 0.0], [0.6, -0.9, -0.1], [-0.4, 0.1, 0.0], [-0.6, -0.1, 0.3], [0.3, -0.1, 0.4], [-0.3, 0.3, 0.3], [0.3, 0.0, 0.0], [-1.2, -0.9, 0.8], [1.0, 0.8, -1.2], [-0.7, 2.4, 0.5], [-0.2, -1.6, 1.5], [0.6, 0.4, -1.4], [0.8, -0.4, -0.2], [0.1, -0.1, 0.0], [0.0, 0.0, -0.4], [0.0, -0.3, 0.2], [-0.1, 0.1, 0.0], [-0.2, 1.5, 1.0], [1.8, -1.0, -0.4], [-2.3, -0.2, -0.8], [-0.1, 1.2, 0.1], [0.7, -1.2, 0.0], [0.0, -0.1, -0.2], [0.1, -0.3, 0.0], [0.2, 0.0, 0.1], [0.1, 0.4, 0.1], [-0.1, -0.3, 0.2], [0.4, -0.1, 1.0], [0.1, -0.7, -0.7], [-0.5, 1.7, 0.6], [0.9, -0.2, -0.2], [-1.5, -0.2, 0.3], [-0.1, -0.3, 0.1], [0.1, -0.2, -0.4], [0.1, 0.0, 0.0], [0.6, -0.3, -0.3], [0.0, 0.2, -0.3], [-3.2, 1.3, -0.3], [-0.2, 1.2, 1.5], [0.9, -2.0, -3.6], [-0.4, 0.0, 3.0], [2.7, -0.3, -0.3], [-0.1, 0.2, 0.5], [-0.2, 0.4, -0.2], [0.1, -0.3, -0.4], [-0.1, -0.2, 0.0], [0.0, 0.0, -0.1]],
  "spin_multiplicity": 1,
  "total_charge": -1
}

{
  "formula": "C28H37N3O3S",
  "method": "ωB97M-V with the def2-TZVPD basis set",
  "symbols": ["O", "C", "C", "C", "C", "C", "C", "C", "C", "S", "C", "C", "C", "C", "C", "C", "N", "C", "C", "C", "C", "C", "C", "H", "H", "H", "H", "H", "H", "H", "H", "H", "H", "H", "H", "H", "H", "H", "C", "O", "C", "C", "C", "N", "H", "H", "H", "H", "H", "H", "H", "H", "H", "H", "H", "C", "O", "C", "C", "C", "N", "H", "H", "H", "H", "H", "H", "H", "H", "H", "H", "H"],
  "positions_angstrom": [[3.18751, 1.17502, 2.21567], [2.46354, 1.00634, 1.24404], [0.96849, 1.35430, 1.33819], [0.50122, 2.01486, 0.04234], [1.28936, 2.87530, -0.70434], [0.84740, 3.42582, -1.88578], [-0.41796, 3.10503, -2.33699], [-1.26478, 2.28479, -1.62399], [-0.77748, 1.75792, -0.43437], [-1.91567, 0.68119, 0.44043], [-2.64044, -0.17779, -0.95710], [-2.91576, -1.52567, -0.89743], [-3.45250, -2.15293, -2.01075], [-3.69676, -1.39023, -3.13087], [-3.43911, -0.03656, -3.18088], [-2.87660, 0.59494, -2.07854], [-2.56851, 1.98663, -2.12834], [3.08324, 0.43422, -0.01562], [4.10135, 1.16244, -0.61404], [4.71705, 0.70277, -1.75158], [4.32477, -0.48184, -2.36117], [3.29943, -1.19488, -1.77374], [2.68901, -0.73911, -0.62330], [0.73187, 1.95753, 2.22758], [0.44695, 0.38423, 1.39354], [2.27991, 3.10335, -0.31289], [1.51643, 4.07339, -2.44560], [-0.71257, 3.54070, -3.29544], [-2.69913, -2.06359, 0.02408], [-3.64027, -3.22257, -1.96044], [-4.11217, -1.87768, -4.01259], [-3.67484, 0.51904, -4.08774], [-2.51819, 2.21973, -3.11671], [4.45695, 2.10218, -0.19376], [5.53037, 1.27292, -2.20106], [4.81622, -0.86075, -3.25366], [2.96097, -2.14549, -2.19454], [1.89553, -1.34926, -0.18928], [-0.14863, -6.75560, -2.54253], [0.42832, -6.21726, -3.71850], [-0.12497, -4.98601, -4.14590], [0.41885, -3.75021, -3.41242], [-0.15111, -3.56987, -2.00856], [1.88379, -3.76553, -3.33154], [-1.21884, -6.53995, -2.47715], [0.36496, -6.38276, -1.65347], [-0.01350, -7.83697, -2.57131], [0.14746, -4.89708, -5.20130], [-1.22156, -5.02266, -4.10773], [0.12053, -2.87380, -3.99601], [0.29850, -4.25328, -1.28719], [0.04154, -2.55629, -1.65184], [-1.23180, -3.72327, -2.00016], [2.26696, -3.78000, -4.27345], [2.15943, -4.66566, -2.94433], [0.89455, 3.34037, 4.96587], [-0.33071, 2.91861, 4.38879], [-1.22246, 2.28592, 5.28944], [-2.05270, 3.24951, 6.15285], [-1.26673, 3.87466, 7.30156], [-2.65408, 4.31941, 5.35113], [1.23403, 2.65766, 5.74905], [0.80546, 4.35463, 5.36129], [1.64512, 3.36212, 4.17472], [-1.91465, 1.71853, 4.66057], [-0.68829, 1.55226, 5.90712], [-2.86268, 2.66313, 6.59741], [-0.60514, 4.67282, 6.96567], [-1.95055, 4.31293, 8.02935], [-0.66476, 3.12524, 7.82041], [-3.26167, 3.90517, 4.64929], [-1.90950, 4.74686, 4.80552]],
  "atomic_forces_ev_per_a": [[-0.6, 0.1, -0.8], [0.6, 0.0, 1.4], [0.5, -0.2, -1.3], [-0.5, -0.2, 0.4], [0.8, 0.1, 0.8], [0.2, -0.1, 0.2], [0.1, 0.8, -1.2], [0.3, 0.3, 0.1], [-1.2, -0.9, 0.2], [0.0, -0.1, 0.0], [0.8, 1.2, 0.9], [0.0, -0.2, 0.1], [0.2, -0.2, 0.7], [-0.6, -0.6, -0.9], [0.1, 0.2, -0.1], [-0.5, 0.0, -0.6], [1.0, -0.8, -0.1], [-0.4, 0.7, 0.1], [0.5, 0.4, 0.4], [0.7, 0.0, -0.9], [0.0, 0.0, 0.2], [-0.1, -0.9, -0.4], [-0.8, -0.4, 0.5], [0.3, -0.3, -0.2], [0.1, 0.3, 0.2], [-0.2, 0.1, -0.3], [-0.3, -0.1, 0.0], [-0.2, -0.2, 0.2], [0.0, 0.0, -0.2], [-0.1, 0.2, -0.2], [0.1, 0.1, 0.1], [0.1, 0.0, 0.2], [-0.5, 0.3, 0.2], [-0.2, -0.2, 0.1], [-0.2, 0.0, 0.2], [-0.1, 0.2, 0.1], [0.1, 0.4, 0.0], [0.1, 0.2, 0.0], [0.3, -0.1, 0.0], [-0.2, 0.1, 0.0], [0.1, 0.1, -0.3], [0.0, -0.2, 0.3], [-0.1, 0.1, 0.1], [-0.1, -0.2, -0.3], [0.0, 0.1, 0.0], [-0.2, 0.0, 0.1], [0.0, 0.0, -0.1], [0.1, -0.1, 0.0], [0.0, 0.0, 0.1], [0.0, 0.0, -0.1], [0.0, -0.1, -0.1], [0.0, 0.0, 0.0], [0.1, 0.0, 0.0], [0.0, 0.1, 0.0], [0.0, 0.0, 0.1], [0.0, 0.2, -0.3], [0.1, -0.1, 0.2], [-0.3, -0.2, -0.1], [0.3, 0.2, 0.0], [0.0, 0.0, 0.2], [0.0, -0.2, -0.1], [0.0, 0.0, 0.0], [0.1, 0.0, 0.2], [0.0, -0.1, 0.0], [0.0, 0.1, -0.1], [0.1, 0.1, 0.1], [0.0, -0.1, -0.1], [0.0, 0.0, -0.1], [0.0, 0.0, -0.1], [0.0, 0.0, 0.0], [-0.1, 0.0, 0.1], [0.0, 0.1, 0.1]],
  "spin_multiplicity": 1,
  "total_charge": 0
}

Going through the records in order, we get electronic energy values of -59902.053 -159039.577 -51083.452 eV.
Going through the records in order, we get orbital gap values of 8.1 7.0 8.6 eV.
Going through the records in order, we get E_LUMO values of 0.5807 1.3378 0.5851 eV.